(1)
# C5H7ClN3O3

A molecular structure, C5H7ClN3O3 (ωB97M-V with the def2-TZVPD basis set, the OMol25 dataset).

⟨S²⟩: 2.0144
Charge: +1
Multiplicity: 3
Highest occupied orbital energy (alpha / beta) (eV): -11.91 / -14.38

CARTESIAN COORDINATES (ANGSTROEM)
C1 -0.96904 -0.88060 -2.00005
C2 -1.40219 0.43088 -1.69548
C3 0.17576 1.73028 1.37007
C4 0.36269 -0.55489 0.48842
C5 1.82330 -0.73359 0.78907
N1 -0.12815 0.88448 0.33784
N2 0.01002 -1.28945 -1.16734
N3 -0.99355 1.18009 -0.76009
O1 1.03168 1.59774 2.19093
O2 0.75759 -2.20266 -1.34298
O3 -0.61070 -1.25324 1.08355
Cl1 -0.94790 3.13391 1.39585
H1 -1.54384 -1.52480 -2.65065
H2 -2.27364 0.92127 -2.12991
H3 1.91873 -1.18129 1.72284
H4 2.28685 0.35924 0.74902
H5 2.34931 -1.33378 0.11896
H6 -1.50904 2.03531 -0.49807
H7 -0.33789 -1.31890 1.99801



(2)
# C4H8O2

A single C4H8O2 molecule (ωB97M-V with the def2-TZVPD basis set, the OMol25 dataset).

SMILES: CCO[C@@H]1CO1
Relative energy (zero: lowest compared OMol25 entry of this formula, charge and spin) (kcal/mol): 63.6
Highest occupied orbital energy (eV): -9.57

CARTESIAN COORDINATES (ANGSTROEM)
C1 -1.81312 -0.77768 -0.55035
C2 -0.60284 0.07591 -0.84369
O1 -0.35196 0.72349 0.39102
C3 0.83082 0.47729 1.03122
C4 2.05670 0.84129 0.37806
O2 1.71157 -0.56484 0.73127
H1 -2.58409 -0.13964 -0.10545
H2 -1.52609 -1.51938 0.20227
H3 -2.20159 -1.28151 -1.43548
H4 0.25205 -0.53031 -1.16785
H5 -0.79339 0.83532 -1.61233
H6 0.71278 0.59438 2.10599
H7 2.74035 1.52137 0.89400
H8 2.05192 0.91956 -0.70216



(3)
# CH10NOTc

A molecular structure, CH10NOTc (ωB97M-V with the def2-TZVPD basis set, the OMol25 dataset).

Relative energy (zero: lowest compared OMol25 entry of this formula, charge and spin) (kcal/mol): 0.0
⟨S²⟩: 3.7701
Charge: +1
Multiplicity: 4
Highest occupied orbital energy (alpha / beta) (eV): -13.15 / -11.89

CARTESIAN COORDINATES (ANGSTROEM)
C1 1.39239 -0.02146 -2.14079
Tc1 -0.13124 -0.69404 0.63244
N1 -2.06893 -0.25041 1.26950
H1 -1.14663 -0.88922 -0.70316
H2 -2.37776 -0.75153 2.10987
H3 0.36926 0.32427 -2.00133
H4 1.30566 -0.50056 -3.13434
H5 1.64253 -0.74197 -1.36536
H6 2.04015 0.84100 -2.11323
H7 -2.20697 0.74545 1.50436
H8 -2.77469 -0.45426 0.55508
O1 1.33064 0.51387 1.51697
H9 1.46177 0.41058 2.45930
H10 1.16382 1.46827 1.41072



Number 1: E -28419.8297 eV, molar mass 192.58 g/mol. Number 2: E -8370.5256 eV, molar mass 88.11 g/mol. Number 3: E -6925.4899 eV, molar mass 150.10 g/mol.